[1]
ORCA calculation (ωB97M-V/def2-TZVPD) on a molecular structure, C50H45AsCoFN5O5.

Net charge: 0
Calculated total energy, eV: -171452.236
Max |F|, Eh/bohr: 0.0072
Spin multiplicity: 2
ΔE to the lowest compared entry with this formula, charge and spin, kcal per mole: 0.0
Frontier orbital gap (alpha / beta), Eh: 0.215 / 0.212
⟨S²⟩: 0.79
HOMO level (alpha / beta), Eh: -0.2350 / -0.2316

```
108
Properties=species:S:1:pos:R:3:forces:R:3:lowdin_spin:R:1
Co -2.624446 2.216831 -1.450130 0.0 0.1 0.0 0.94
O -2.097911 1.964195 0.385513 0.1 0.0 -0.2 -0.01
C -2.668755 2.528862 1.401777 -0.1 0.1 0.1 0.00
C -2.116812 2.294475 2.689667 0.1 0.1 0.1 0.00
C -2.687334 2.782860 3.839654 0.0 0.0 0.0 0.00
C -3.854369 3.552210 3.793932 0.0 0.0 0.0 0.00
C -4.392670 3.828959 2.558025 0.0 0.0 0.0 0.00
C -3.825498 3.368688 1.360052 0.0 0.0 0.0 0.00
C -4.466386 3.829800 0.138340 0.0 0.0 0.0 0.00
N -3.967836 3.718432 -1.023635 0.0 -0.2 0.0 0.03
C -4.687996 4.150323 -2.207262 0.0 0.0 0.0 0.00
C -4.583614 3.030659 -3.256165 0.0 0.0 0.0 0.00
N -3.193135 2.599214 -3.244398 0.0 0.1 0.0 -0.01
C -2.444665 2.729694 -4.268141 0.0 0.0 0.0 0.00
C -1.002953 2.628057 -4.237897 0.0 0.0 0.0 0.00
C -0.309857 2.450436 -5.442291 0.0 0.0 0.0 0.00
C 1.064726 2.478441 -5.503473 0.0 0.0 0.0 0.00
C 1.772539 2.761385 -4.325277 0.0 0.0 0.0 0.00
C 1.123465 2.975361 -3.134800 0.0 0.0 0.0 0.00
C -0.295183 2.881001 -3.019893 0.0 0.0 0.0 0.00
O -0.861382 3.059311 -1.884267 0.1 0.1 0.0 0.01
H -1.198705 1.719019 2.738370 -0.1 0.2 0.1 0.00
H -2.217186 2.569240 4.793204 0.0 0.0 0.0 0.00
H -4.313918 3.927174 4.698201 0.0 0.0 0.0 0.00
H -5.288360 4.438489 2.489250 0.0 0.0 0.0 0.00
H -5.437793 4.322022 0.269835 0.0 0.0 0.0 0.00
H -4.195235 5.044812 -2.601415 0.0 0.0 0.0 0.00
H -5.735394 4.390875 -1.993495 0.0 0.0 0.0 0.00
H -4.886999 3.389664 -4.244643 0.0 0.0 0.0 0.00
H -5.206740 2.192480 -2.947891 0.0 0.0 0.0 0.00
H -2.905047 2.994681 -5.225212 0.0 0.0 0.0 0.00
H -0.887270 2.286877 -6.347428 0.0 0.0 0.0 0.00
H 1.584161 2.324502 -6.439528 0.0 0.0 0.0 0.00
H 2.854815 2.831572 -4.358632 0.0 0.0 0.0 0.00
H 1.673525 3.233865 -2.237125 0.0 0.0 0.0 0.00
C -2.270320 -4.476581 2.110839 0.0 0.0 0.0 0.00
C -2.506887 -4.423692 0.610601 0.0 0.0 0.0 0.00
N -2.202572 -3.132717 -0.007407 0.0 0.0 0.0 0.00
C -3.219464 -2.243674 -0.219136 0.0 0.0 0.0 0.00
C -3.117716 -1.051786 -0.849411 0.0 0.0 -0.1 0.00
C -4.407017 -0.226252 -0.942920 0.0 0.0 0.1 0.00
O -5.453138 -0.853222 -0.758716 0.0 0.0 0.0 0.00
O -4.283541 1.005435 -1.177837 0.0 -0.1 -0.1 0.02
C -1.857819 -0.689841 -1.448988 0.0 0.0 0.1 0.01
O -1.597200 0.339553 -2.062570 -0.1 0.0 -0.1 0.02
C -0.773230 -1.685266 -1.273247 0.0 -0.1 0.0 0.00
C 0.462572 -1.398292 -1.842995 0.1 0.0 0.0 0.00
C 1.538212 -2.200281 -1.578603 0.0 0.0 -0.1 0.00
F 2.729334 -1.948842 -2.161356 0.0 0.0 0.0 0.00
C 1.402173 -3.272719 -0.706506 0.0 0.0 0.0 0.00
C 0.172484 -3.615528 -0.187111 0.0 0.1 0.1 0.00
C -0.949594 -2.836228 -0.491058 0.0 0.0 0.0 0.00
N 2.543128 -4.087474 -0.274608 0.0 -0.1 -0.1 0.00
C 2.839923 -5.254724 -1.166150 0.0 0.0 0.0 0.00
C 3.734063 -6.240826 -0.380366 0.0 0.0 0.0 0.00
N 4.094045 -5.610843 0.883233 0.0 0.0 0.0 0.00
C 4.805098 -4.359320 0.653325 0.0 0.0 0.0 0.00
C 3.819466 -3.350743 0.026287 -0.1 -0.1 0.1 0.00
H -2.530313 -5.466360 2.488882 0.0 0.0 0.0 0.00
H -2.895847 -3.743344 2.619374 0.0 0.0 0.0 0.00
H -1.232698 -4.266007 2.369247 0.0 0.0 0.0 0.00
H -3.554093 -4.631123 0.395546 0.0 0.0 0.0 0.00
H -1.929049 -5.191859 0.092446 0.0 0.0 0.0 0.00
H -4.195488 -2.533934 0.151593 0.0 0.0 0.0 0.00
H 0.558490 -0.515728 -2.465644 0.0 0.0 0.0 0.00
H 0.101198 -4.441663 0.509547 0.0 0.0 0.0 0.00
H 3.329605 -4.847476 -2.048827 0.0 0.0 0.0 0.00
H 1.892281 -5.693871 -1.466037 0.0 0.0 0.0 0.00
H 4.605252 -6.500067 -0.993419 0.0 0.0 0.0 0.00
H 3.184724 -7.157125 -0.170311 0.0 0.0 0.0 0.00
H 4.611233 -6.238199 1.481464 0.0 0.0 0.0 0.00
H 2.289708 -4.489414 0.635322 0.0 0.0 0.0 0.00
H 5.669124 -4.490378 -0.009361 0.0 0.0 0.0 0.00
H 5.168843 -3.970964 1.602607 0.0 0.0 0.0 0.00
H 4.192103 -2.930697 -0.899461 0.0 0.0 0.0 0.00
H 3.560204 -2.535052 0.697347 0.0 -0.3 -0.2 0.00
C 1.104477 4.969279 2.930504 0.0 0.0 0.0 0.00
C 0.385962 4.969690 1.746233 0.0 0.0 0.0 0.00
C 0.431347 3.870908 0.895296 0.0 0.0 0.0 0.00
C 1.201073 2.765685 1.239681 0.0 0.0 -0.1 0.00
C 1.935022 2.770838 2.423041 0.0 0.0 0.0 0.00
C 1.884476 3.869032 3.267517 0.0 0.0 0.0 0.00
As 1.141605 1.216279 0.033715 0.0 0.0 0.1 0.00
C 0.728522 -0.133295 1.388729 0.0 0.0 0.0 0.00
C -0.537430 -0.449829 1.861178 -0.1 -0.1 -0.1 0.00
C -0.680725 -1.451231 2.813022 0.1 0.0 0.0 0.00
C 0.428389 -2.162565 3.259158 0.0 0.0 0.0 0.00
C 1.696497 -1.858627 2.778899 0.0 0.0 0.0 0.00
C 1.853151 -0.827097 1.855143 0.0 0.0 0.0 0.00
C 3.133626 -0.360593 1.284784 0.0 0.2 0.1 0.00
C 4.402419 -0.815855 1.640602 0.1 0.3 0.1 0.00
C 5.523601 -0.295644 1.010583 0.0 0.0 0.0 0.00
C 5.385570 0.680913 0.029366 0.0 0.0 0.0 0.00
C 4.124788 1.154375 -0.310002 0.0 0.0 0.0 0.00
C 2.997749 0.646506 0.321653 0.0 0.0 0.1 0.00
H 1.058099 5.823170 3.594934 0.0 0.0 0.0 0.00
H -0.230617 5.819880 1.482626 0.0 0.0 0.0 0.00
H -0.133588 3.860394 -0.028313 0.0 0.0 0.0 0.00
H 2.542071 1.916272 2.699456 0.0 0.0 0.0 0.00
H 2.451577 3.865488 4.190425 0.0 0.0 0.0 0.00
H -1.399604 0.106368 1.501848 0.1 -0.2 -0.1 0.00
H -1.660966 -1.666528 3.217009 0.0 0.0 0.0 0.00
H 0.308723 -2.937230 4.007882 0.0 0.0 0.0 0.00
H 2.558900 -2.396910 3.159770 0.0 0.0 0.0 0.00
H 4.521435 -1.557006 2.424680 0.0 0.0 0.0 0.00
H 6.510606 -0.638636 1.295314 0.0 0.0 0.0 0.00
H 6.264352 1.082791 -0.458705 0.0 0.0 0.0 0.00
H 4.021841 1.925865 -1.064505 0.0 0.0 0.0 0.00
```
Positions in Å, forces in eV/Å.

***

[2]
ORCA calculation (ωB97M-V/def2-TZVPD) on a molecular structure, C50H45BrCl5FN3O2P2ReS.

Net charge: +1
Calculated total energy, eV: -228057.919
Max |F|, Eh/bohr: 0.0115
Spin multiplicity: 4
ΔE to the lowest compared entry with this formula, charge and spin, kcal per mole: 0.0
Frontier orbital gap (alpha / beta), Eh: 0.279 / 0.238
⟨S²⟩: 3.78
HOMO level (alpha / beta), Eh: -0.3706 / -0.3710

```
111
Properties=species:S:1:pos:R:3:forces:R:3:lowdin_spin:R:1
Re -0.476857 0.837351 0.186358 0.1 -0.2 -0.6 2.37
C 2.202700 -1.769105 0.428700 0.0 0.0 0.1 0.00
N 1.469077 -2.996122 0.290328 0.1 -0.1 -0.2 0.00
C 0.178977 -3.075147 -0.368286 0.0 0.1 0.1 0.00
P -0.445309 -1.543069 -1.183220 -0.3 0.1 0.2 0.05
C 0.474894 -1.530385 -2.745640 0.1 -0.1 0.1 0.00
C 1.704535 -2.180000 -2.865253 0.0 0.0 -0.1 0.00
C 2.390728 -2.159900 -4.070718 0.0 0.0 0.0 0.00
C 1.846287 -1.510887 -5.168400 0.0 0.0 0.0 0.00
C 0.606780 -0.898091 -5.064446 0.0 0.0 0.0 0.00
C -0.076297 -0.906286 -3.859620 0.0 0.1 0.0 0.00
C -2.114689 -2.094373 -1.625939 0.0 -0.1 -0.1 0.02
C -2.313674 -3.064125 -2.609426 0.1 0.0 -0.1 0.00
C -3.591476 -3.507954 -2.900829 0.0 0.0 0.0 0.00
C -4.682210 -2.988724 -2.213602 0.0 0.0 0.0 0.00
C -4.491394 -2.029324 -1.232053 0.0 0.0 0.0 0.00
C -3.209065 -1.585354 -0.939434 -0.1 0.0 0.1 0.00
C 2.046995 -4.215680 0.699773 -0.1 0.1 0.1 0.00
C 1.223843 -5.306673 0.991009 0.0 0.0 0.0 0.00
C 1.770795 -6.512452 1.399730 0.0 0.0 0.0 0.00
C 3.141809 -6.665237 1.527931 0.0 0.0 0.0 0.00
C 3.962590 -5.589854 1.228386 0.0 0.0 0.0 0.00
C 3.430483 -4.380107 0.811876 0.0 0.0 0.0 0.00
P 1.305826 -0.506259 1.440261 0.0 0.1 0.0 0.01
C 2.611117 0.466171 2.235827 0.1 0.0 0.0 0.00
C 2.264262 1.275928 3.317578 0.0 0.0 0.0 0.00
C 3.213808 2.084867 3.916598 0.0 0.0 0.0 0.00
C 4.519734 2.094636 3.439042 0.0 0.0 0.0 0.00
C 4.873838 1.281623 2.374891 0.0 0.0 0.0 0.00
C 3.923813 0.465918 1.774217 0.0 0.0 0.0 0.00
C 0.657492 -1.557455 2.775376 -0.1 -0.1 0.0 0.00
C -0.581985 -2.188726 2.667591 -0.1 0.0 0.0 0.00
C -0.977285 -3.126457 3.605362 0.0 0.0 0.1 0.00
C -0.144431 -3.440700 4.670977 -0.1 0.0 0.0 0.00
C 1.085563 -2.818005 4.789991 0.0 0.0 0.0 0.00
C 1.488292 -1.884785 3.844632 0.1 -0.1 0.0 0.00
H 2.512103 -1.304696 -0.512812 0.0 0.0 -0.1 0.00
H 3.103853 -1.976147 1.000635 0.0 0.0 0.0 0.00
H -0.621062 -3.357770 0.324689 0.0 0.0 0.0 0.00
H 0.205393 -3.850379 -1.144620 0.0 0.0 0.0 0.00
H 2.117784 -2.748567 -2.044506 0.0 0.0 0.1 0.00
H 3.341723 -2.668753 -4.151967 0.0 0.0 0.0 0.00
H 2.379157 -1.499230 -6.109829 0.0 0.0 0.0 0.00
H 0.169949 -0.404247 -5.921422 0.0 0.0 0.0 0.00
H -1.045557 -0.433449 -3.786838 0.0 0.0 0.0 0.00
H -1.470695 -3.458091 -3.165320 0.0 0.0 0.0 0.00
H -3.740481 -4.255211 -3.668181 0.0 0.0 0.0 0.00
H -5.680898 -3.332840 -2.447331 0.0 0.0 0.0 0.00
H -5.339054 -1.619195 -0.698460 0.0 0.0 0.0 0.00
H -3.067023 -0.833262 -0.175968 0.1 0.0 0.0 0.00
H 0.149764 -5.217305 0.922680 0.0 0.0 0.0 0.00
H 1.108960 -7.337997 1.626287 0.0 0.0 0.0 0.00
H 3.563946 -7.607114 1.847268 0.0 0.0 0.0 0.00
H 5.037371 -5.690960 1.302012 0.0 0.0 0.0 0.00
H 4.111329 -3.583443 0.548485 0.0 0.0 0.0 0.00
H 1.246471 1.276754 3.692395 0.0 0.0 0.0 0.00
H 2.932277 2.714013 4.750782 0.0 0.0 0.0 0.00
H 5.259081 2.734715 3.901603 0.0 0.0 0.0 0.00
H 5.888515 1.284173 2.000396 0.0 0.0 0.0 0.00
H 4.219502 -0.142572 0.930445 0.0 0.0 0.0 0.00
H -1.258872 -1.940160 1.863949 0.0 0.0 0.0 0.00
H -1.939788 -3.610456 3.506708 0.0 0.0 0.0 0.00
H -0.455338 -4.170911 5.406147 0.0 0.0 0.0 0.00
H 1.742751 -3.060673 5.613862 0.0 0.0 0.0 0.00
H 2.463116 -1.425045 3.941748 0.0 0.0 0.0 0.00
Cl 2.582566 1.451375 -1.122992 0.0 0.0 0.0 0.03
C 2.034212 2.618134 0.044409 0.0 0.0 0.0 0.03
C 0.809637 2.435888 0.694834 -0.1 0.0 0.2 0.02
C 0.529879 3.344848 1.712098 0.0 0.0 0.1 0.04
Cl -0.818377 3.059690 2.769582 0.1 0.0 -0.1 0.01
C 1.349430 4.431676 2.007878 0.0 0.0 0.0 -0.01
Cl 0.947195 5.521953 3.275239 0.0 0.0 0.0 0.00
C 2.532230 4.606742 1.300138 0.0 0.0 0.0 0.03
Cl 3.577736 5.912942 1.669810 0.0 0.0 0.0 0.01
C 2.886339 3.677599 0.323211 0.1 0.0 0.0 -0.01
Cl 4.380546 3.848486 -0.506292 0.0 0.0 0.0 0.00
F -1.420271 0.286578 1.773193 -0.1 -0.1 0.3 0.16
C -4.104470 2.684854 3.255944 0.0 0.0 0.0 0.00
N -3.943380 2.161767 1.902832 0.0 0.0 0.1 0.00
C -4.356809 0.770587 1.759207 0.0 0.1 0.0 0.00
C -3.300787 2.839521 0.951097 0.1 0.0 0.1 0.01
S -2.549750 2.065822 -0.417887 -0.1 -0.1 -0.1 0.06
N -3.299345 4.173569 0.975517 0.0 0.0 -0.2 0.00
C -2.332416 4.955037 0.198217 -0.1 0.0 0.1 0.00
C -4.412409 4.955079 1.507277 0.0 0.0 0.0 0.00
H -3.806803 1.898964 3.950394 0.0 0.0 0.0 0.00
H -5.138502 2.959780 3.467687 0.0 0.0 0.0 0.00
H -3.459192 3.545352 3.404245 0.0 0.0 0.0 0.00
H -5.357300 0.671191 2.181370 0.0 0.0 0.0 0.00
H -3.664916 0.114885 2.285480 0.0 0.0 0.0 0.00
H -4.379591 0.502942 0.709169 -0.1 0.0 0.0 0.00
H -1.417342 4.394289 0.040756 0.0 0.0 0.0 0.00
H -2.119656 5.862404 0.763699 0.0 0.0 0.0 0.00
H -2.748067 5.221248 -0.774689 0.0 0.0 0.0 0.00
H -5.262571 4.311241 1.712795 0.0 0.0 0.0 0.00
H -4.700226 5.678529 0.744177 0.0 0.0 0.0 0.00
H -4.131357 5.496340 2.411935 0.0 0.0 0.0 0.00
Br -2.859172 1.549695 -3.952700 0.0 0.0 0.0 0.00
C -1.189395 2.080340 -4.680884 0.0 0.0 0.0 0.00
C -1.080457 2.136653 -6.062498 0.0 0.0 0.0 0.00
C 0.117048 2.527934 -6.639035 0.0 0.0 0.0 0.00
C 1.192918 2.879383 -5.836043 0.0 0.0 0.0 0.00
C 1.060297 2.849680 -4.458787 0.0 -0.1 0.0 0.00
C -0.127633 2.434102 -3.861207 0.1 0.1 0.0 0.00
C -0.171237 2.484196 -2.356997 -0.2 0.0 0.0 0.01
O -0.081377 3.542233 -1.778476 0.1 0.0 -0.1 0.02
O -0.265886 1.300680 -1.771764 0.2 0.1 -0.1 0.10
H -1.933380 1.881543 -6.675899 0.0 0.0 0.0 0.00
H 0.200750 2.570424 -7.716696 0.0 0.0 0.0 0.00
H 2.126741 3.194558 -6.280860 0.0 0.0 0.0 0.00
H 1.880703 3.152822 -3.820887 0.0 0.0 0.0 0.00
```
Positions in Å, forces in eV/Å.